(1)
44
Properties=species:S:1:pos:R:3:forces:R:3:lowdin_charge:R:1 method="wB97M-V/def2-TZVPD" e_tot_ev=-75784.056 homo_lumo_gap_ha="0.2956 / 0.2942" max_force_ha_per_bohr=0.016 relative_energy_kcal_mol=12.5 homo_energy_ev="-8.47 / -8.50" spin_multiplicity=3 charge=0
H -4.37515 1.89210 4.01579 0.00 -0.01 0.00 0.117
O 2.98660 1.04421 0.20862 0.02 -0.02 -0.03 0.132
H -0.78931 3.65416 -0.29009 0.00 -0.03 0.00 0.133
O -0.91544 -0.00646 -0.72898 -0.04 -0.67 0.44 -0.137
C 4.89237 -1.87354 -0.50933 0.01 -0.04 -0.01 0.008
H -1.96840 2.26632 7.55159 0.00 0.00 0.00 0.114
O -2.48071 0.85312 0.49042 0.13 -0.46 0.19 -0.028
C -2.40267 1.08637 3.89349 -0.01 0.03 0.05 -0.046
C -1.20703 0.87211 4.57303 0.12 -0.11 -0.07 -0.304
C 5.38156 0.92473 -0.42873 0.03 0.03 0.00 0.005
O 1.04115 -0.45911 4.68215 -0.05 -0.10 0.03 -0.241
C -2.08526 1.93642 6.52671 0.00 0.00 0.00 -0.019
O -0.41160 -0.74004 2.68088 -0.16 -0.07 -0.12 -0.372
C -3.29721 2.16335 5.86070 -0.02 -0.03 0.04 -0.310
C 6.39018 0.02096 -0.76101 -0.01 0.01 0.00 -0.093
N 0.85306 1.23506 2.82213 0.16 0.10 -0.02 -0.144
C 3.90763 -0.97109 -0.18334 -0.03 0.05 0.01 -0.206
N -2.11895 -0.13816 -0.19319 0.01 0.84 0.12 -0.548
C -0.48531 3.65845 0.74866 0.05 0.03 -0.07 -0.064
O 2.59258 -1.20900 0.14106 0.05 0.03 -0.01 0.143
C -0.23955 4.61703 2.88882 0.02 -0.03 0.06 -0.091
S 0.15633 0.15206 3.75236 -0.19 0.18 0.07 0.670
C -1.04592 1.29788 5.88618 0.00 0.00 -0.01 -0.048
H -5.23672 2.81070 6.07470 -0.02 -0.03 0.02 0.097
N 0.00844 2.52746 1.23989 -0.29 -0.07 0.07 0.057
O -2.74738 -1.14243 -0.31854 -0.15 -0.11 -0.37 0.128
H -2.53630 0.74192 2.87582 -0.01 0.00 0.00 0.096
C 0.36334 2.48455 2.54368 -0.07 -0.04 -0.17 -0.455
H -0.98958 5.70454 1.18122 -0.01 -0.01 0.00 0.106
H -0.34058 5.44011 3.58762 0.00 0.01 -0.02 0.116
H 4.69246 -2.93584 -0.53627 0.01 0.00 0.00 0.120
N -4.32332 2.81989 6.48945 0.07 0.09 -0.06 0.115
C 6.15072 -1.34817 -0.80079 -0.02 -0.01 0.01 -0.091
H -4.28068 2.95697 7.48223 -0.03 -0.03 0.02 0.097
H 7.37913 0.39403 -0.99198 0.00 0.00 0.00 0.099
C -0.60595 4.76914 1.55795 0.00 0.03 0.01 -0.030
V -0.02556 0.40880 1.03668 0.52 0.48 -0.28 0.994
B 2.02509 0.04315 0.38653 -0.14 0.01 0.07 -0.414
H 5.55578 1.99140 -0.39343 0.00 0.00 0.00 0.118
C -3.43873 1.73011 4.53565 -0.01 0.00 -0.03 -0.012
H -0.10784 1.11879 6.39404 -0.01 0.01 0.01 0.121
C 4.14576 0.39338 -0.14381 -0.04 -0.04 0.00 -0.208
H 6.95630 -2.02120 -1.06259 0.00 0.00 0.00 0.099
N 0.24096 3.48624 3.39946 0.08 -0.04 0.04 0.172

=====

(2)
38
Properties=species:S:1:pos:R:3:forces:R:3:lowdin_charge:R:1 method="wB97M-V/def2-TZVPD" e_tot_ev=-52892.994 homo_lumo_gap_ha=0.2608 max_force_ha_per_bohr=0.010 relative_energy_kcal_mol=0.0 homo_energy_ev=-4.62 spin_multiplicity=1 charge=-1
C -2.52665 3.51406 -0.70008 -0.01 0.00 0.06 -0.121
H 5.79791 -1.89612 3.92799 0.00 0.00 0.00 0.091
C 4.77464 0.46161 1.02251 0.00 0.02 -0.02 -0.262
Pt 0.03487 1.20565 0.57644 -0.48 0.21 -0.03 0.969
H -2.31998 2.59361 -1.23818 0.01 -0.05 0.00 0.075
C 5.51518 -1.24242 3.11354 0.00 0.00 0.00 -0.107
C 4.18322 -0.99961 2.84625 0.00 -0.01 -0.02 -0.039
O 2.03969 0.95549 0.63897 -0.10 0.17 0.24 -0.280
S 0.51284 3.20468 -0.58153 0.22 -0.11 -0.21 0.514
C -2.13900 -0.25408 2.59391 0.08 0.02 0.05 -0.150
S 0.38204 5.86195 -1.75726 0.00 -0.03 -0.04 0.501
O -1.96538 1.09319 0.58204 -0.01 0.26 0.28 -0.304
H 6.86071 0.69869 0.67295 0.00 0.00 0.00 0.113
H -4.98225 -0.79248 4.40573 0.00 -0.01 0.00 0.089
H -2.59180 -1.39844 4.34320 0.01 0.00 0.00 0.104
C 6.12236 0.20820 1.29355 0.01 0.00 0.00 -0.021
H 3.53964 1.44216 -0.02135 -0.03 -0.01 -0.03 0.079
C -2.64544 0.61284 1.58909 0.09 -0.22 -0.22 -0.345
H 3.40612 -1.45998 3.44020 0.00 0.00 0.00 0.103
C 3.78596 -0.15825 1.80409 0.02 -0.01 -0.01 -0.078
N 1.47759 -0.62408 2.22808 -0.03 0.01 0.05 0.072
C 2.34439 0.06855 1.55007 0.05 -0.14 -0.13 -0.423
C -4.33927 -0.40837 3.62548 0.05 -0.03 0.03 -0.119
H 7.53771 -0.81099 2.51884 0.00 0.00 0.00 0.096
C -4.84053 0.44309 2.63606 0.02 0.04 -0.05 -0.099
C 6.48714 -0.63230 2.32356 0.00 0.01 0.00 -0.099
O -1.75912 4.59022 -1.22035 0.01 -0.02 -0.03 -0.232
H -0.46068 -1.32185 3.49491 0.01 -0.01 -0.02 0.127
C -0.75525 -0.65162 2.69125 -0.12 -0.03 -0.03 -0.077
H -2.30688 3.36170 0.35352 -0.01 0.00 -0.02 0.070
H -4.40587 1.59051 0.87865 0.00 0.00 0.00 0.109
C -0.42936 4.53127 -1.18712 0.02 0.05 0.07 -1.339
H -5.88717 0.72414 2.64486 0.00 0.00 0.00 0.097
H -3.56626 3.80910 -0.83195 0.00 -0.01 -0.01 0.090
O 4.50934 1.29757 0.00462 0.06 0.01 0.03 0.072
C -3.00520 -0.74054 3.58605 -0.08 -0.02 0.03 -0.067
C -4.02014 0.93552 1.64950 -0.09 -0.02 0.00 -0.019
N 0.17919 -0.23010 1.92402 0.29 -0.05 0.05 -0.189

=====

(3)
38
Properties=species:S:1:pos:R:3:forces:R:3:lowdin_charge:R:1 method="wB97M-V/def2-TZVPD" e_tot_ev=-52892.522 homo_lumo_gap_ha=0.2536 max_force_ha_per_bohr=0.048 relative_energy_kcal_mol=10.9 homo_energy_ev=-4.44 spin_multiplicity=1 charge=-1
H 0.94072 1.65049 -4.95930 0.04 0.02 0.02 0.091
C -0.01540 -0.96260 2.97231 0.43 -0.02 -0.05 -0.154
C -5.27973 3.84522 -1.89933 0.08 -0.02 0.01 -0.100
H -1.46925 1.99650 -2.58360 -0.05 0.05 -0.06 0.051
C 0.72617 -2.10327 4.99066 -0.16 0.06 0.19 -0.125
H -4.19410 2.33936 0.93081 -0.02 -0.02 0.02 0.103
H -4.19501 3.88011 -3.75381 0.04 -0.03 0.00 0.112
C 0.97004 1.44448 -3.88907 -0.23 0.13 -0.02 -0.111
O 2.26595 0.93107 -3.59202 -0.17 0.00 0.02 -0.233
S 1.09114 -1.15587 -2.35789 -0.43 -0.26 0.50 0.469
C -0.97338 -0.05859 2.41424 -0.32 0.02 -0.02 -0.080
C -0.14929 -1.27087 4.33900 0.03 -0.08 0.00 -0.071
C 2.42993 -0.23869 -2.96655 1.04 -0.05 0.15 -1.325
S 3.97533 -0.81946 -2.85666 -0.19 0.24 -0.15 0.539
H 0.81745 2.37165 -3.33612 0.08 -0.02 0.02 0.092
H -1.62973 0.45730 3.11358 -0.23 -0.15 -0.10 0.127
C -5.27986 3.42700 -0.57242 -0.10 0.02 0.08 -0.109
N -1.13391 0.20646 1.16769 1.85 0.08 -0.66 -0.148
H -0.99132 -0.84873 4.87729 0.01 0.04 0.00 0.103
O 1.32835 -1.31945 0.98672 0.19 -0.03 -1.27 -0.244
C -3.13113 2.80876 -2.24546 0.08 -0.12 0.16 -0.261
N -2.12291 1.08236 0.82657 -0.75 0.32 -0.06 0.055
C -4.21913 2.68505 -0.09229 0.06 -0.03 -0.11 -0.037
H 2.51574 -3.28675 4.77800 0.02 0.02 0.00 0.096
H -6.10822 3.67911 0.07720 0.01 -0.03 0.01 0.091
O -2.11211 2.55611 -3.08935 -0.11 0.02 -0.01 0.050
C 1.98933 -2.32869 2.95445 0.05 -0.22 0.02 -0.018
H 0.18741 0.73488 -3.62677 0.08 -0.01 -0.02 0.020
Pt 0.22236 -0.25404 -0.36117 -1.75 0.79 1.58 0.930
H -6.12143 4.40304 -2.29133 0.03 0.04 -0.01 0.096
C -2.03746 1.51036 -0.39777 0.23 -0.17 0.63 -0.426
C 1.07778 -1.51199 2.23841 -0.40 0.14 0.08 -0.358
C 1.81021 -2.63215 4.28033 0.04 0.09 -0.21 -0.101
O -1.03504 1.26477 -1.19195 0.55 -1.13 -0.42 -0.227
H 0.57999 -2.33873 6.03684 0.02 0.00 -0.01 0.088
H 2.82326 -2.72545 2.38989 0.00 -0.01 0.01 0.115
C -4.21216 3.54917 -2.72328 -0.08 0.06 -0.10 -0.024
C -3.14251 2.34702 -0.91441 0.04 0.27 -0.23 -0.076

=====

What did the third record say?
38
Properties=species:S:1:pos:R:3:forces:R:3:lowdin_charge:R:1 method="wB97M-V/def2-TZVPD" e_tot_ev=-52892.522 homo_lumo_gap_ha=0.2536 max_force_ha_per_bohr=0.048 relative_energy_kcal_mol=10.9 homo_energy_ev=-4.44 spin_multiplicity=1 charge=-1
H 0.94072 1.65049 -4.95930 0.04 0.02 0.02 0.091
C -0.01540 -0.96260 2.97231 0.43 -0.02 -0.05 -0.154
C -5.27973 3.84522 -1.89933 0.08 -0.02 0.01 -0.100
H -1.46925 1.99650 -2.58360 -0.05 0.05 -0.06 0.051
C 0.72617 -2.10327 4.99066 -0.16 0.06 0.19 -0.125
H -4.19410 2.33936 0.93081 -0.02 -0.02 0.02 0.103
H -4.19501 3.88011 -3.75381 0.04 -0.03 0.00 0.112
C 0.97004 1.44448 -3.88907 -0.23 0.13 -0.02 -0.111
O 2.26595 0.93107 -3.59202 -0.17 0.00 0.02 -0.233
S 1.09114 -1.15587 -2.35789 -0.43 -0.26 0.50 0.469
C -0.97338 -0.05859 2.41424 -0.32 0.02 -0.02 -0.080
C -0.14929 -1.27087 4.33900 0.03 -0.08 0.00 -0.071
C 2.42993 -0.23869 -2.96655 1.04 -0.05 0.15 -1.325
S 3.97533 -0.81946 -2.85666 -0.19 0.24 -0.15 0.539
H 0.81745 2.37165 -3.33612 0.08 -0.02 0.02 0.092
H -1.62973 0.45730 3.11358 -0.23 -0.15 -0.10 0.127
C -5.27986 3.42700 -0.57242 -0.10 0.02 0.08 -0.109
N -1.13391 0.20646 1.16769 1.85 0.08 -0.66 -0.148
H -0.99132 -0.84873 4.87729 0.01 0.04 0.00 0.103
O 1.32835 -1.31945 0.98672 0.19 -0.03 -1.27 -0.244
C -3.13113 2.80876 -2.24546 0.08 -0.12 0.16 -0.261
N -2.12291 1.08236 0.82657 -0.75 0.32 -0.06 0.055
C -4.21913 2.68505 -0.09229 0.06 -0.03 -0.11 -0.037
H 2.51574 -3.28675 4.77800 0.02 0.02 0.00 0.096
H -6.10822 3.67911 0.07720 0.01 -0.03 0.01 0.091
O -2.11211 2.55611 -3.08935 -0.11 0.02 -0.01 0.050
C 1.98933 -2.32869 2.95445 0.05 -0.22 0.02 -0.018
H 0.18741 0.73488 -3.62677 0.08 -0.01 -0.02 0.020
Pt 0.22236 -0.25404 -0.36117 -1.75 0.79 1.58 0.930
H -6.12143 4.40304 -2.29133 0.03 0.04 -0.01 0.096
C -2.03746 1.51036 -0.39777 0.23 -0.17 0.63 -0.426
C 1.07778 -1.51199 2.23841 -0.40 0.14 0.08 -0.358
C 1.81021 -2.63215 4.28033 0.04 0.09 -0.21 -0.101
O -1.03504 1.26477 -1.19195 0.55 -1.13 -0.42 -0.227
H 0.57999 -2.33873 6.03684 0.02 0.00 -0.01 0.088
H 2.82326 -2.72545 2.38989 0.00 -0.01 0.01 0.115
C -4.21216 3.54917 -2.72328 -0.08 0.06 -0.10 -0.024
C -3.14251 2.34702 -0.91441 0.04 0.27 -0.23 -0.076